[1]
Density functional theory data (ωB97M-V with the def2-TZVPD basis set) for a cluster of 11 separate species, C38H50NO33 in total.

Structure (XYZ):
```
122
Properties=species:S:1:pos:R:3:lowdin_charge:R:1
O -10.5933 4.2660 1.3996 0.04
O -1.7104 4.5891 -5.7087 0.06
O -3.6003 3.4024 -5.8408 0.06
O -2.4792 -0.4243 4.9201 0.09
O -5.6980 0.6181 -0.9915 0.09
O 1.9032 2.8968 -0.5781 0.13
O 4.4149 -3.3502 -2.3870 0.02
O 0.0556 2.1393 -1.6194 0.07
O -8.5850 2.2818 -2.1957 0.06
O 0.2983 -0.6897 1.1285 0.12
O -3.9409 0.2110 -2.2950 0.05
O -3.5279 5.4878 -6.6966 0.18
O -0.4961 -1.2976 4.4207 0.06
O 7.1523 -3.2798 2.0079 0.16
O -12.6507 4.9745 1.8748 0.08
O 2.0561 0.9479 2.5282 0.08
O -3.9122 1.9792 -0.9043 0.14
O 1.2457 -2.7051 0.9511 0.16
O 10.4635 1.4016 1.5122 0.04
O 12.2875 0.2623 2.0987 0.07
O 0.6173 -6.2019 -4.9472 0.17
O 7.0582 -4.5931 3.8283 0.07
O -8.6665 0.5945 -3.6808 0.14
O -10.4696 1.1285 -2.4460 0.07
O -2.0134 -0.9767 2.7922 0.15
O -1.5099 -6.1131 -4.2204 0.07
O 7.0785 -2.3764 4.0763 0.04
O 10.2609 -0.5156 2.6871 0.15
O -12.1766 4.2814 -0.2099 0.16
O 0.0467 -4.8612 -3.2222 0.04
O -0.1434 3.3892 0.2087 0.06
O 6.4918 -3.8362 -3.1111 0.17
O 4.6817 -4.6137 -4.2060 0.08
N 5.1983 0.2118 0.9473 -0.03
C -1.3419 2.0806 -1.2483 -0.13
C 0.7130 2.8152 -0.6613 -0.59
C 3.1127 -3.4827 -2.9722 -0.13
C -10.6704 1.9606 -1.2902 -0.11
C 11.5771 2.2515 1.2052 -0.11
C -3.0007 4.5856 -6.1402 -0.56
C 4.2598 0.8312 1.6688 0.09
C 7.1020 -3.4064 3.1894 -0.56
C -2.1288 -5.5719 -3.0515 -0.11
C 1.3417 -1.5222 1.0620 -0.46
C -1.4747 3.2729 -0.3304 -0.10
C 3.6925 -1.4990 0.3294 0.08
C 12.7316 1.2735 1.1877 -0.11
C -9.5887 3.0023 -1.4591 -0.11
C 6.5921 0.7358 0.8815 -0.11
C 4.9480 -0.9281 0.2866 0.03
C -10.5186 4.8462 2.7081 -0.11
C 10.9403 0.3014 2.1530 -0.56
C -11.9716 4.8708 3.1302 -0.11
C 2.9744 0.3114 1.7555 -0.21
C -1.8488 -0.7107 6.1769 -0.10
C -1.6961 -0.9047 3.9434 -0.56
C 5.3150 -3.9311 -3.2312 -0.57
C -11.8404 4.4876 0.9129 -0.55
C -9.1943 1.2709 -2.8501 -0.58
C -1.5154 3.4357 -4.8933 -0.12
C -1.2124 -4.4178 -2.7051 -0.12
C 7.2354 -4.3559 5.2281 -0.11
C -4.7894 -0.9418 -2.4094 -0.10
C -2.5950 2.4967 -5.3854 -0.12
C -6.1124 -0.4139 -1.9046 -0.09
C 3.2863 -4.6798 -3.8782 -0.11
C 6.7834 -2.9188 5.3689 -0.11
C -0.2032 -5.7715 -4.2068 -0.56
C 2.6966 -0.8681 1.0655 0.00
C -0.3946 -0.8484 5.7798 -0.10
C 7.4535 -0.1089 1.8336 -0.04
C -4.4746 1.0243 -1.3517 -0.55
H -2.1479 -6.3387 -2.2756 0.14
H -2.0249 0.0922 6.8868 0.14
H 8.2887 -4.4902 5.4772 0.14
H -1.4936 -3.4914 -3.2104 0.13
H 6.6403 -5.0512 5.8138 0.13
H 12.8834 0.8208 0.2068 0.14
H 11.6743 3.0010 1.9920 0.13
H -9.9203 3.8537 -2.0539 0.14
H 0.1480 -1.5697 6.3844 0.14
H -9.1906 3.3622 -0.5175 0.12
H -0.5133 3.0353 -5.0264 0.14
H 4.5335 1.7335 2.1925 0.16
H -2.2657 -1.6365 6.5750 0.14
H 2.8775 -2.5692 -3.5230 0.14
H -4.3840 -1.7385 -1.7816 0.13
H -6.7027 -1.1675 -1.3904 0.14
H 7.7934 -1.0123 1.3427 0.08
H 5.7455 -1.4072 -0.2612 0.16
H -12.2168 5.7137 3.7703 0.14
H 8.2403 0.4639 2.2940 0.06
H -12.2815 3.9475 3.6221 0.13
H -4.8353 -1.2885 -3.4384 0.14
H -1.7174 4.1920 -0.8660 0.14
H 13.6670 1.7109 1.5253 0.14
H -0.3301 -1.0364 1.7942 0.09
H 1.5293 1.5596 1.9939 0.12
H 6.6086 1.7854 1.1514 0.13
H -2.2006 3.1235 0.4587 0.13
H -2.9860 1.8471 -4.6043 0.12
H 6.9036 0.5993 -0.1483 0.13
H -3.1474 -5.2596 -3.2669 0.13
H 11.4269 2.7531 0.2530 0.13
H -1.6493 3.7183 -3.8463 0.12
H -6.7147 0.0283 -2.6971 0.11
H -10.0887 5.8454 2.6251 0.14
H -10.5336 1.3513 -0.3935 0.14
H 2.6730 -4.6251 -4.7713 0.13
H 2.3570 -3.6396 -2.2058 0.12
H -2.2638 1.8831 -6.2256 0.13
H 3.4664 -2.4113 -0.1973 0.12
H -11.6665 2.3799 -1.2868 0.11
H -1.5289 1.1363 -0.7402 0.13
H 0.1380 0.1035 5.7959 0.14
H -9.8932 4.2434 3.3611 0.13
H -1.1442 -4.2332 -1.6354 0.13
H 7.3205 -2.3777 6.1434 0.13
H 6.7796 -0.4335 2.6252 0.08
H 5.7103 -2.8318 5.5511 0.13
H 3.0865 -5.6231 -3.3698 0.14
H -1.9719 2.1469 -2.1210 0.10
```

Net charge ... +1
HOMO-LUMO gap ... 8.71 eV
HOMO ... -12.22 eV


[2]
Density functional theory data (ωB97M-V with the def2-TZVPD basis set) for a structure of composition C38H51BrCuN3O5PSi4.

Structure (XYZ):
```
104
Properties=species:S:1:pos:R:3:lowdin_charge:R:1
Br -3.8421 -4.0166 -1.9185 0.82
Cu -1.2036 -0.4318 0.1082 0.19
P 0.5364 -1.9203 -0.2162 0.99
Si 2.6172 3.0002 1.1532 0.43
Si -0.4626 3.9885 -0.7875 0.42
Si 1.4196 2.5592 -0.8567 0.45
Si 2.5711 3.2092 -2.8176 0.43
O -4.1583 1.8124 -1.3229 0.00
O 1.1777 0.9855 -1.3673 -0.33
O -3.3039 -1.3134 1.7841 -0.02
O -2.7783 -1.8020 -0.3319 -0.10
O 0.1453 0.4444 2.1082 -0.01
N -1.8997 1.0689 2.9155 0.17
N -0.6297 -0.6179 3.9441 0.03
N -1.9926 1.3678 -0.4165 0.07
C 3.0378 5.0261 -3.0964 -0.23
C -1.3892 3.9890 -2.4286 -0.22
C -0.6383 -2.0769 -2.7444 -0.09
C 4.1740 2.2476 -3.0441 -0.22
C -4.6874 -2.8425 0.6183 -0.13
C 3.7123 1.6630 1.8738 -0.21
C -6.7319 -3.5741 1.7241 -0.10
C 4.6677 -2.5723 0.3497 -0.13
C 2.3706 -2.0227 -0.0304 -0.27
C 1.5117 3.5794 2.5581 -0.21
C 0.1830 -4.0457 3.3603 -0.13
C -1.6973 4.2241 0.6185 -0.22
C 3.7610 4.4688 0.7722 -0.23
C 2.7468 -0.7725 -0.6092 -0.25
C -6.9901 -4.4591 0.6864 -0.12
C 0.6806 -3.3150 2.2887 -0.15
C -0.9538 -4.8308 3.2037 -0.13
C 0.4802 5.6592 -0.6787 -0.24
C -1.0339 -2.6991 -3.9150 -0.12
C -1.7407 -1.0484 4.7729 -0.10
C 1.5007 -0.3060 -1.1107 -0.26
C 4.1051 -0.4131 -0.6232 -0.08
C 0.0777 -3.3410 1.0231 -0.28
C -3.0752 1.5512 -0.8780 -0.56
C 0.4151 -4.0994 -2.0188 -0.10
C -0.7592 0.2932 2.9252 -0.63
C 0.0245 -4.7301 -3.1971 -0.11
C 5.0424 -1.3317 -0.1605 -0.13
C -6.1033 -4.5448 -0.3724 -0.17
C -4.9635 -3.7448 -0.4070 -0.58
C 0.0847 -2.7726 -1.7749 -0.31
C -1.0537 -4.1528 0.8897 -0.11
C -1.5672 -4.8773 1.9578 -0.10
C -5.5936 -2.7889 1.6781 -0.03
C 1.4795 2.7103 -4.2686 -0.21
C -3.4739 -1.8971 0.6968 -0.63
C 3.3022 -2.9144 0.4267 -0.10
C -0.7040 -4.0328 -4.1473 -0.14
H 3.7260 5.0854 -3.9457 0.02
H 2.1009 4.1972 3.2444 0.03
H 6.0970 -1.0751 -0.2013 0.09
H -0.9044 -1.0420 -2.5556 0.11
H 2.0661 2.6965 -5.1926 0.02
H -1.3023 3.9494 1.5953 0.01
H 4.5645 2.4813 -4.0398 0.02
H -1.3862 3.0022 -2.8911 0.02
H 1.4427 5.6820 -1.1911 -0.02
H 0.6812 -3.9997 4.3247 0.09
H 1.1061 2.7270 3.1032 0.02
H 0.9720 -4.6509 -1.2692 0.10
H 0.2867 -5.7688 -3.3657 0.09
H -2.5544 -1.4756 4.1835 0.07
H -2.1147 -0.2109 5.3661 0.07
H 3.1789 0.7196 1.9948 0.03
H 5.4229 -3.2660 0.7001 0.07
H 3.5293 5.4798 -2.2336 0.01
H 4.5919 1.4678 1.2606 0.01
H -2.4629 -5.4739 1.8167 0.10
H -6.2827 -5.2344 -1.1863 0.08
H 4.5102 4.5484 1.5667 0.02
H -7.8747 -5.0851 0.6979 0.09
H 0.6697 4.1732 2.2092 -0.01
H 2.1594 5.6312 -3.3312 0.02
H -0.1436 6.4521 -1.1058 0.02
H 4.4293 0.5466 -1.0040 0.07
H -1.3567 -5.3925 4.0389 0.08
H -1.9371 5.2929 0.6411 0.03
H 4.0130 1.1705 -2.9826 0.02
H -1.6140 -2.1479 -4.6458 0.10
H 0.6437 3.4002 -4.3983 0.01
H -5.3544 -2.0932 2.4714 0.11
H -7.4122 -3.4975 2.5639 0.09
H 4.9345 2.5160 -2.3063 0.02
H -1.3758 -1.8113 5.4603 0.07
H 4.0429 2.0101 2.8588 0.03
H 0.6619 5.9145 0.3695 0.02
H 1.0638 1.7131 -4.1098 0.03
H 0.0347 -1.3357 3.6949 0.09
H -2.4335 4.2639 -2.2600 0.03
H -2.6117 3.6576 0.4617 0.01
H -0.9451 4.7080 -3.1227 0.01
H 4.2902 4.3604 -0.1771 0.00
H -1.5663 -4.1930 -0.0635 0.06
H 1.5501 -2.6805 2.4387 0.09
H 3.2028 5.4062 0.7343 0.01
H -1.0181 -4.5213 -5.0630 0.08
H 2.9986 -3.8630 0.8579 0.09
H -2.7333 0.5208 3.0917 0.07
H -1.9846 1.5040 1.9987 0.06
```

Net charge ... -2
2S+1 ... 2
HOMO-LUMO gap (spin up / spin down) ... 4.62 / 4.94 eV
HOMO (spin up / spin down) ... -0.35 / -0.67 eV


[3]
Density functional theory data (ωB97M-V with the def2-TZVPD basis set) for a structure of composition C38H51MnN5OP2S3.

Structure (XYZ):
```
101
Properties=species:S:1:pos:R:3:lowdin_charge:R:1
Mn 0.7376 -0.3952 -1.4415 0.51
S -0.2780 -2.3595 -2.2098 0.35
S 2.4753 -2.7070 -0.2828 0.33
S -1.9128 4.9786 -4.3811 1.06
P -0.3777 0.5573 1.7357 0.58
P 0.9271 -3.5981 -1.0751 0.17
O 0.1799 0.1435 0.3866 -0.37
N -0.7774 2.1299 1.9740 -0.18
N -0.0948 1.3446 -2.3558 -0.02
N -1.7812 -0.2758 1.8913 -0.17
N 0.7631 0.3053 2.8873 -0.17
N -1.6390 8.3715 -1.3524 0.07
C -2.8043 6.4712 -2.2286 -0.08
C 0.6098 -5.3523 -3.2679 -0.11
C -2.9619 -2.3463 1.9939 -0.15
C 1.8420 -1.2396 4.3556 -0.15
C 1.4720 -0.9916 2.8898 -0.18
C -1.8136 6.2873 -3.1805 -0.54
C -2.6681 7.5313 -1.3423 -0.14
C 0.1715 -4.2991 1.5292 -0.11
C -1.8588 -5.4583 2.0929 -0.10
C 2.4337 -5.7957 -1.7627 -0.10
C 0.9373 -6.4904 -3.9904 -0.07
C -1.3636 -4.9440 -0.2046 -0.09
C -0.6578 1.2921 -3.5704 -0.10
C 3.1371 0.8483 -2.3897 -0.48
C 2.7574 -6.9316 -2.4855 -0.07
C -2.4545 -0.3685 3.1948 -0.18
C -0.7472 7.1744 -3.2227 -0.07
C -0.6715 -4.8576 2.4823 -0.08
C -0.6234 3.6759 -2.2631 -0.04
C -0.3959 4.4209 1.4989 -0.16
C 0.2381 3.1918 2.1422 -0.18
C -1.2322 2.3821 -4.1805 -0.07
C -0.0863 2.5243 -1.7245 -0.11
C 0.8583 -0.3719 5.1398 -0.16
C -2.0633 2.6923 1.5159 -0.17
C -2.2006 -5.5043 0.7453 -0.08
C -2.6076 -1.8692 3.4012 -0.15
C -0.1739 -4.3322 0.1836 -0.38
C 3.3762 1.0326 -0.8802 -0.07
C 2.3680 -0.4099 -2.7115 -0.18
C 1.3535 -5.0028 -2.1466 -0.38
C 0.7340 0.8592 4.2501 -0.20
C -1.2216 3.6136 -3.5234 -0.48
C 4.4921 0.8158 -3.1153 -0.07
C -0.7047 8.1958 -2.2817 -0.13
C -2.1024 -1.4717 1.0734 -0.16
C -1.8879 4.1924 1.7290 -0.15
C 2.0067 -7.2824 -3.5993 -0.07
H -3.1202 -5.9837 0.4354 0.11
H -1.1917 -1.9844 0.7648 0.07
H 2.8655 -0.9133 4.5441 0.12
H -1.6396 -4.9884 -1.2519 0.10
H -0.1708 1.4415 4.4182 0.10
H 1.2000 -0.1343 6.1458 0.12
H -2.2432 2.4557 0.4637 0.11
H -3.6682 5.8207 -2.1811 0.11
H -1.6491 -2.2956 3.7135 0.10
H 0.3768 2.5250 -0.7462 0.10
H 0.0312 7.0643 -3.9661 0.11
H 1.1181 -3.8600 1.8181 0.06
H -2.8900 2.2826 2.0953 0.11
H -2.5114 -5.9046 2.8317 0.12
H -0.2171 -4.7331 -3.5916 0.07
H 0.1184 8.9008 -2.2786 0.11
H 0.4196 3.3692 3.2047 0.11
H 4.3616 0.7326 -4.1946 0.08
H 2.3426 -0.9557 2.2412 0.09
H -4.0225 -2.1784 1.7976 0.12
H -0.1686 4.4533 0.4306 0.08
H -3.4301 7.7110 -0.5913 0.11
H 2.5915 1.7141 -2.7758 0.11
H 1.1882 2.9023 1.6887 0.12
H 0.8140 -1.7756 2.5071 0.08
H -3.4352 0.1173 3.1499 0.12
H 2.2593 -8.1689 -4.1662 0.11
H -0.0300 5.3492 1.9336 0.12
H -0.5733 4.6015 -1.7065 0.10
H 5.0793 -0.0380 -2.7732 0.09
H 2.8311 -1.3361 -2.3674 0.01
H 1.5918 1.5242 4.3967 0.12
H -2.5243 4.7797 1.0721 0.11
H 0.3573 -6.7522 -4.8657 0.11
H -1.6832 2.2722 -5.1574 0.12
H -2.6374 -1.1807 0.1678 0.12
H -2.1464 4.4520 2.7578 0.12
H 2.5746 0.6693 -0.2272 0.03
H -1.8749 0.1277 3.9738 0.10
H -0.3876 -4.8421 3.5272 0.11
H -0.6406 0.3291 -4.0672 0.12
H 3.0279 -5.5120 -0.9024 0.09
H 3.5229 2.0860 -0.6344 0.09
H 5.0584 1.7252 -2.9065 0.09
H -2.7555 -3.4033 1.8371 0.07
H 4.2702 0.4911 -0.5662 0.09
H -0.1123 -0.8697 5.2219 0.10
H 3.5993 -7.5403 -2.1831 0.11
H 1.7838 -2.2975 4.6154 0.11
H -3.3555 -2.1246 4.1504 0.12
H 1.9865 -0.5021 -3.7262 0.07
```

Net charge ... +1
2S+1 ... 5
HOMO-LUMO gap (spin up / spin down) ... 7.28 / 8.36 eV
HOMO (spin up / spin down) ... -10.58 / -10.90 eV